Entry 1:
{"formula": "C7H12", "method": "ωB97M-V/def2-TZVPD", "e_lumo_ev": 1.159, "charge": 0, "smiles": "C=C1CC1.C=CC", "e_above_lowest_kj_mol": 250.8, "symbols": ["C", "C", "C", "C", "C", "C", "C", "H", "H", "H", "H", "H", "H", "H", "H", "H", "H", "H", "H"], "xyz": [[1.763, -0.842, 0.138], [-1.076, 0.499, -1.772], [0.531, 1.080, 1.545], [1.441, 0.344, 0.936], [-1.634, -0.543, -1.165], [-2.597, -0.451, -0.019], [2.849, 0.143, 0.576], [-3.563, -0.901, -0.280], [-0.521, 0.801, 1.535], [-2.773, 0.591, 0.267], [-1.388, -1.550, -1.505], [3.286, 0.784, -0.187], [-0.383, 0.374, -2.600], [3.546, -0.176, 1.348], [1.476, -0.852, -0.911], [1.742, -1.818, 0.620], [0.802, 1.989, 2.076], [-2.219, -0.992, 0.857], [-1.283, 1.521, -1.458]], "nbo_charge": [-0.45, -0.41, -0.40, 0.01, -0.17, -0.65, -0.45, 0.22, 0.20, 0.21, 0.19, 0.22, 0.20, 0.22, 0.23, 0.22, 0.20, 0.22, 0.19]}

Entry 2:
{"formula": "C7H12", "method": "ωB97M-V/def2-TZVPD", "e_lumo_ev": 1.228, "charge": 0, "smiles": "CC[C@H]1C[C@H]2C[C@@H]12", "e_above_lowest_kj_mol": 128.1, "symbols": ["C", "C", "C", "C", "C", "C", "C", "H", "H", "H", "H", "H", "H", "H", "H", "H", "H", "H", "H"], "xyz": [[1.485, 1.396, 0.770], [0.752, -0.971, 0.715], [-0.766, 0.169, -1.156], [-0.479, -0.095, 0.317], [-1.491, -0.992, -1.833], [0.085, 1.042, 1.171], [1.255, 0.172, 1.599], [-2.445, -1.196, -1.332], [1.812, 1.306, -0.266], [1.685, 0.058, 2.590], [-1.373, 1.080, -1.238], [0.477, -1.872, 1.271], [-1.707, -0.773, -2.884], [-0.894, -1.911, -1.797], [0.174, 0.377, -1.685], [-1.383, -0.498, 0.791], [1.422, -1.256, -0.106], [1.908, 2.248, 1.296], [-0.515, 1.718, 1.774]], "nbo_charge": [-0.43, -0.40, -0.40, -0.20, -0.60, -0.22, -0.22, 0.20, 0.20, 0.22, 0.20, 0.21, 0.21, 0.20, 0.19, 0.20, 0.20, 0.22, 0.21]}

Entry 3:
{"formula": "C7H12", "method": "ωB97M-V/def2-TZVPD", "e_lumo_ev": 1.059, "charge": 0, "e_above_lowest_kj_mol": 537.2, "symbols": ["C", "C", "C", "C", "C", "C", "C", "H", "H", "H", "H", "H", "H", "H", "H", "H", "H", "H", "H"], "xyz": [[-0.036, -0.112, 1.123], [2.350, 0.742, 0.071], [2.266, -0.749, -0.132], [-0.823, -0.693, -0.030], [-0.100, 0.184, -1.029], [1.020, 0.062, 0.018], [-2.959, -0.026, 0.148], [0.176, -0.779, 1.966], [2.560, -1.394, 0.693], [-0.408, 1.238, -1.102], [-2.709, 1.033, 0.127], [-2.076, -0.900, -0.019], [-0.331, 0.881, 1.494], [-3.622, -0.290, -0.680], [2.642, 1.358, -0.777], [2.505, -1.144, -1.117], [0.055, -0.230, -2.031], [-3.393, -0.316, 1.108], [2.698, 1.108, 1.034]], "nbo_charge": [-0.46, -0.41, -0.40, -0.07, -0.46, -0.05, -0.71, 0.21, 0.21, 0.20, 0.22, 0.24, 0.20, 0.22, 0.22, 0.21, 0.21, 0.22, 0.22]}

Entry 4:
{"formula": "C7H12", "method": "ωB97M-V/def2-TZVPD", "e_lumo_ev": 1.147, "charge": 0, "smiles": "C[C@H]1[C@H]2CCC[C@@H]12", "e_above_lowest_kj_mol": 49.3, "symbols": ["C", "C", "C", "C", "C", "C", "C", "H", "H", "H", "H", "H", "H", "H", "H", "H", "H", "H", "H"], "xyz": [[0.382, 1.334, 0.044], [-0.935, -0.587, -1.064], [-0.313, -0.858, 1.342], [-0.334, -1.583, -0.021], [-0.953, 0.782, -0.382], [-0.487, 0.612, 1.042], [1.701, 0.878, -0.543], [-1.149, -1.185, 1.974], [0.374, 2.407, 0.226], [-0.302, -0.582, -1.961], [-0.885, 1.219, 1.851], [-1.944, -0.835, -1.417], [-0.852, -2.547, 0.054], [1.737, -0.187, -0.783], [2.529, 1.089, 0.143], [1.891, 1.426, -1.474], [-1.759, 1.474, -0.617], [0.690, -1.824, -0.320], [0.609, -1.032, 1.907]], "nbo_charge": [-0.23, -0.41, -0.41, -0.41, -0.23, -0.22, -0.62, 0.21, 0.21, 0.20, 0.22, 0.21, 0.21, 0.21, 0.21, 0.21, 0.22, 0.20, 0.21]}